*a*
One molecule with the formula C7H11F. Source: the Open Molecules 2025 dataset; level of theory: ωB97M-V/def2-TZVPD.

Geometry as XYZ:
```
19
C7H11F ωB97M-V/def2-TZVPD
C -0.57 -0.84 -0.14
C -1.16 -0.63 1.27
C -0.91 0.87 1.53
C 0.54 1.03 0.97
C 0.67 0.06 -0.25
C 1.95 -0.59 -0.74
C 1.17 0.32 -1.65
H -0.43 -1.84 -0.45
H -2.22 -0.99 1.47
H -0.41 -1.21 1.91
H -1.60 1.50 0.97
H -0.98 1.16 2.61
H 1.28 0.66 1.73
H 0.73 2.06 0.72
H 2.89 -0.25 -0.21
H 1.95 -1.64 -0.98
H 1.67 1.24 -2.00
H 0.60 -0.18 -2.39
F -1.52 -0.21 -1.04
```

The gap between HOMO and LUMO is 11.25 eV. The SMILES is F[C@@H]1CCCC12CC2. The HOMO energy is -10.168 eV. As for the total charge: 0. The LUMO energy is 1.08 eV.

Quick look at the Löwdin charges, all values in e:
1. C -0.227
2. C -0.134
3. C -0.189
4. C -0.112
5. C -0.365
6. C -0.093
7. C -0.079
8. H 0.129
9. H 0.131
10. H 0.134
11. H 0.105
12. H 0.120
13. H 0.121
14. H 0.103
15. H 0.124
16. H 0.089
17. H 0.114
18. H 0.092
19. F -0.062

---

*b*
One molecule with the formula C7H11F. Source: the Open Molecules 2025 dataset; level of theory: ωB97M-V/def2-TZVPD.

Geometry as XYZ:
```
19
C7H11F ωB97M-V/def2-TZVPD
C 0.34 -0.58 2.09
C 0.33 -0.08 0.62
C -0.62 -0.32 -0.37
C -2.06 -0.78 -0.14
C -0.13 0.47 -1.52
C 1.40 0.50 -1.38
C 1.41 0.66 0.13
H 0.49 0.22 2.89
H 0.99 -1.41 2.31
H -0.76 -0.99 2.14
H -2.25 -0.96 0.95
H -2.53 -1.74 -0.67
H -0.51 0.25 -2.65
H -0.60 1.49 -1.38
H 2.01 -0.42 -1.54
H 1.83 1.23 -1.98
H 1.19 1.77 0.22
H 2.31 0.32 0.63
F -2.83 0.38 -0.34
```

The gap between HOMO and LUMO is 9.65 eV. The SMILES is CC1=C(CF)CCC1. The HOMO energy is -8.604 eV. As for the total charge: 0. The LUMO energy is 1.05 eV.

Quick look at the Löwdin charges, all values in e:
1. C -0.025
2. C -0.273
3. C -0.164
4. C -0.143
5. C -0.186
6. C -0.171
7. C -0.223
8. H 0.100
9. H 0.057
10. H 0.082
11. H 0.094
12. H 0.153
13. H 0.158
14. H 0.129
15. H 0.126
16. H 0.082
17. H 0.155
18. H 0.126
19. F -0.077

---

Referenced to the most stable arrangement, the calculated values in eV are *a* 0.000; *b* 1.199.

---

*a*
A 2-piece molecular cluster, C3H10N2P overall. Source: the Open Molecules 2025 dataset; level of theory: ωB97M-V/def2-TZVPD.

Geometry as XYZ:
```
16
C3H10N2P ωB97M-V/def2-TZVPD
C -1.14 -0.25 0.36
C -2.08 0.24 -0.60
C 2.95 -0.15 0.38
N -1.42 -0.68 1.57
N 0.07 -0.29 -0.14
P 1.59 -0.87 -0.27
H -2.92 0.91 -0.11
H -2.66 -0.67 -0.95
H -1.39 0.76 -1.27
H 2.93 0.83 0.87
H 3.88 -0.55 0.03
H 0.64 1.87 -1.68
H -2.39 -0.75 1.86
H -0.68 -0.96 2.25
H 0.81 2.30 -1.08
H 1.80 -1.74 -1.23
```

The gap between HOMO and LUMO is 8.96 eV. The HOMO energy is -13.551 eV. As for the total charge: +1. The LUMO energy is -4.59 eV.

Quick look at the Löwdin charges, all values in e:
1. C -0.535
2. C -0.016
3. C -0.185
4. N 0.203
5. N -0.172
6. P 0.967
7. H 0.144
8. H 0.138
9. H 0.066
10. H 0.035
11. H 0.007
12. H 0.026
13. H 0.134
14. H 0.159
15. H 0.044
16. H -0.014

---

*b*
C3H10N2P as an isolated structure. Source: the Open Molecules 2025 dataset; level of theory: ωB97M-V/def2-TZVPD.

Geometry as XYZ:
```
16
C3H10N2P ωB97M-V/def2-TZVPD
C 1.66 -2.43 0.11
C -2.00 1.56 -1.01
C 1.32 -0.98 -0.40
N 1.03 0.12 2.06
N -0.81 1.90 -0.07
P 0.33 -0.01 0.70
H 1.15 -2.68 0.96
H 2.74 -2.49 0.35
H 1.60 -3.09 -0.85
H -1.59 0.84 -1.83
H -2.78 0.90 -0.49
H -2.53 2.44 -1.58
H 0.98 -1.04 -1.41
H 0.48 0.08 2.97
H -0.29 2.76 -0.31
H -1.28 2.13 0.80
```

The gap between HOMO and LUMO (spin up / spin down) is 7.55 / 7.39 eV. The HOMO energy (spin up / spin down) is -13.599 / -13.768 eV. As for the total charge: +1. The LUMO energy (spin up / spin down) is -6.05 / -6.38 eV.

Quick look at the Löwdin charges, all values in e:
1. C -0.121
2. C -0.128
3. C -0.219
4. N -0.213
5. N -0.113
6. P 0.955
7. H 0.031
8. H 0.099
9. H 0.123
10. H 0.089
11. H 0.098
12. H 0.119
13. H 0.037
14. H 0.056
15. H 0.116
16. H 0.071

---

Referenced to the most stable arrangement, the calculated values in eV are *a* 0.000; *b* 1.411.

---

*a*
One molecule with the formula C7H13N. Source: the Open Molecules 2025 dataset; level of theory: ωB97M-V/def2-TZVPD.

Geometry as XYZ:
```
21
C7H13N ωB97M-V/def2-TZVPD
C -1.21 1.66 0.15
C -0.15 0.77 -0.46
C -0.45 -0.65 -0.67
C -1.81 -1.25 -0.48
C 0.54 -0.37 0.36
C 2.01 -0.59 0.07
C 2.82 0.29 -0.50
H -0.92 2.73 0.22
H -2.24 1.71 -0.44
H -1.47 1.36 1.19
H 0.59 1.38 -0.91
H -0.04 -0.99 -1.58
H -1.74 -2.34 -0.29
H -2.50 -0.65 0.22
H -2.32 -1.32 -1.48
H -0.75 -0.71 1.83
H 0.91 -0.49 2.39
H 2.39 -1.58 0.27
H 3.81 0.11 -0.81
H 2.34 1.25 -0.82
N 0.18 -0.34 1.73
```

The gap between HOMO and LUMO is 8.84 eV. The SMILES is C=C[C@@]1(N)[C@H](C)[C@@H]1C. The HOMO energy is -7.786 eV. As for the total charge: 0. The LUMO energy is 1.05 eV.

Quick look at the Löwdin charges, all values in e:
1. C -0.089
2. C -0.240
3. C -0.288
4. C -0.061
5. C -0.439
6. C -0.097
7. C 0.029
8. H 0.068
9. H 0.112
10. H 0.060
11. H 0.088
12. H 0.131
13. H 0.080
14. H 0.100
15. H 0.087
16. H 0.069
17. H 0.080
18. H 0.099
19. H 0.041
20. H 0.070
21. N 0.100

---

*b*
One molecule with the formula C7H13N. Source: the Open Molecules 2025 dataset; level of theory: ωB97M-V/def2-TZVPD.

Geometry as XYZ:
```
21
C7H13N ωB97M-V/def2-TZVPD
C 1.31 -0.81 1.15
C 0.84 -0.08 -0.09
C 0.27 1.38 0.21
C -1.22 1.41 0.10
C -1.44 -0.01 0.28
C -1.79 -1.36 -0.32
C -0.50 -0.59 -0.76
H 0.57 -1.01 2.02
H 2.27 -0.40 1.54
H 1.66 -1.76 0.83
H 1.63 0.56 -1.83
H 2.18 -0.95 -1.37
H 0.63 2.13 -0.50
H 0.77 1.72 1.10
H -1.51 1.82 -0.89
H -1.80 1.96 0.90
H -0.93 -0.32 1.15
H -2.42 -1.42 -1.15
H -1.76 -2.28 0.33
H -0.78 0.01 -1.69
N 2.03 -0.01 -1.00
```

The gap between HOMO and LUMO is 9.60 eV. The SMILES is C[C@]1(N)CC[C@H]2C[C@@H]21. The HOMO energy is -8.552 eV. As for the total charge: 0. The LUMO energy is 1.05 eV.

Quick look at the Löwdin charges, all values in e:
1. C -0.056
2. C -0.510
3. C -0.139
4. C -0.188
5. C -0.303
6. C -0.002
7. C -0.165
8. H 0.117
9. H 0.097
10. H 0.056
11. H 0.108
12. H 0.068
13. H 0.110
14. H 0.109
15. H 0.125
16. H 0.129
17. H 0.078
18. H 0.065
19. H 0.117
20. H 0.146
21. N 0.038

---

*c*
One molecule with the formula C7H13N. Source: the Open Molecules 2025 dataset; level of theory: ωB97M-V/def2-TZVPD.

Geometry as XYZ:
```
21
C7H13N ωB97M-V/def2-TZVPD
C -0.69 1.68 0.68
C -0.29 0.75 -0.52
C 1.21 0.61 -0.68
C 1.69 -0.20 0.62
C 0.81 -1.47 0.88
C -0.69 -1.31 0.64
C -1.43 0.41 -1.43
H 0.00 1.76 1.50
H -1.65 1.37 1.09
H -0.85 2.69 0.28
H 1.55 0.17 -1.60
H 1.78 1.56 -0.66
H 1.62 0.38 1.56
H 2.72 -0.53 0.47
H 0.95 -1.76 1.93
H 1.19 -2.24 0.24
H -1.26 -2.21 0.59
H -1.16 -0.74 1.44
H -2.45 0.61 -1.16
H -1.25 0.36 -2.49
N -0.69 -0.61 -0.63
```

The gap between HOMO and LUMO is 9.40 eV. The SMILES is C[C@@]12CCCCN1C2. The HOMO energy is -8.295 eV. As for the total charge: 0. The LUMO energy is 1.10 eV.

Quick look at the Löwdin charges, all values in e:
1. C -0.020
2. C -0.474
3. C -0.126
4. C -0.149
5. C -0.170
6. C -0.191
7. C -0.008
8. H 0.059
9. H 0.069
10. H 0.085
11. H 0.104
12. H 0.104
13. H 0.094
14. H 0.100
15. H 0.105
16. H 0.096
17. H 0.104
18. H 0.101
19. H 0.098
20. H 0.097
21. N -0.078

---

*d*
One molecule with the formula C7H13N. Source: the Open Molecules 2025 dataset; level of theory: ωB97M-V/def2-TZVPD.

Geometry as XYZ:
```
21
C7H13N ωB97M-V/def2-TZVPD
C -1.65 -1.05 -0.67
C -0.38 -1.46 0.16
C 0.83 -0.55 0.01
C 0.88 0.71 0.46
C -0.18 1.51 1.01
C 0.04 2.70 1.60
C 2.02 -1.25 -0.56
N -1.59 0.14 -1.54
H -2.53 -0.82 -0.06
H -1.88 -1.87 -1.35
H -0.10 -2.50 0.04
H -0.58 -1.42 1.25
H 1.77 1.32 0.32
H -1.16 1.08 1.21
H 0.98 3.23 1.40
H -0.66 3.34 2.11
H 2.93 -0.66 -0.39
H 2.19 -2.24 -0.14
H 1.94 -1.36 -1.64
H -2.11 0.90 -1.16
H -0.73 0.23 -2.05
```

The gap between HOMO and LUMO is 9.29 eV. The SMILES is C=C/C=C(/C)CCN. The HOMO energy is -8.338 eV. As for the total charge: 0. The LUMO energy is 0.96 eV.

Quick look at the Löwdin charges, all values in e:
1. C -0.246
2. C -0.146
3. C -0.310
4. C -0.104
5. C -0.192
6. C 0.004
7. C -0.067
8. N -0.010
9. H 0.103
10. H 0.091
11. H 0.096
12. H 0.116
13. H 0.113
14. H 0.096
15. H 0.055
16. H 0.049
17. H 0.078
18. H 0.076
19. H 0.083
20. H 0.051
21. H 0.065

---

Referenced to the most stable arrangement, the calculated values in eV are *a* 0.826; *b* 2.229; *c* 0.617; *d* 0.000.

---

*a*
One molecule with the formula C7H13N. Source: the Open Molecules 2025 dataset; level of theory: ωB97M-V/def2-TZVPD.

Geometry as XYZ:
```
21
C7H13N ωB97M-V/def2-TZVPD
C -1.25 1.47 0.90
C -0.19 0.80 0.15
C -0.51 -0.21 -0.82
C -1.92 -0.77 -1.00
C 0.56 -0.51 0.27
C 2.00 -0.39 0.03
C 2.72 0.58 -0.53
H -0.88 2.19 1.63
H -2.06 1.84 0.23
H -1.80 0.72 1.54
H 0.51 1.42 -0.32
H -0.04 -0.08 -1.77
H -1.90 -1.82 -1.29
H -2.58 -0.71 -0.14
H -2.46 -0.31 -1.77
H 0.60 -2.37 0.96
H 0.56 -1.05 2.12
H 2.50 -1.30 0.09
H 3.80 0.49 -0.68
H 2.25 1.51 -0.88
N 0.09 -1.50 1.26
```

The gap between HOMO and LUMO is 9.88 eV. The SMILES is C=C[C@@]1(N)[C@H](C)[C@@H]1C. The HOMO energy is -8.868 eV. As for the total charge: 0. The LUMO energy is 1.01 eV.

Quick look at the Löwdin charges, all values in e:
1. C -0.060
2. C -0.309
3. C -0.218
4. C -0.047
5. C -0.423
6. C -0.122
7. C 0.029
8. H 0.078
9. H 0.098
10. H 0.092
11. H 0.090
12. H 0.128
13. H 0.076
14. H 0.066
15. H 0.053
16. H 0.093
17. H 0.114
18. H 0.079
19. H 0.058
20. H 0.057
21. N 0.068

---

*b*
A 2-piece molecular cluster, C7H13N overall. Source: the Open Molecules 2025 dataset; level of theory: ωB97M-V/def2-TZVPD.

Geometry as XYZ:
```
21
C7H13N ωB97M-V/def2-TZVPD
C -0.19 -1.37 1.74
C -0.71 -0.18 1.46
C -0.84 0.96 2.42
C -0.05 -2.52 0.80
H 0.17 -1.51 2.76
H -1.04 -0.02 0.44
H -0.30 1.83 2.04
H -1.89 1.22 2.59
H -0.39 0.71 3.38
H -0.48 -2.29 -0.17
H -0.56 -3.39 1.22
H 1.00 -2.78 0.67
C 0.60 0.98 -3.04
C -0.65 1.29 -2.75
C 1.67 0.81 -1.02
N 1.47 0.31 -2.17
H 1.02 1.16 -4.03
H -1.05 1.02 -1.78
H -1.29 1.76 -3.48
H 2.29 0.25 -0.33
H 1.22 1.76 -0.75
```

The gap between HOMO and LUMO is 10.24 eV. The SMILES is C/C=C/C.C=CN=C. The HOMO energy is -9.210 eV. As for the total charge: 0. The LUMO energy is 1.03 eV.

Quick look at the Löwdin charges, all values in e:
1. C -0.191
2. C -0.202
3. C -0.106
4. C -0.105
5. H 0.101
6. H 0.082
7. H 0.065
8. H 0.071
9. H 0.071
10. H 0.071
11. H 0.069
12. H 0.071
13. C -0.262
14. C 0.005
15. C -0.053
16. N -0.021
17. H 0.097
18. H 0.038
19. H 0.048
20. H 0.071
21. H 0.081

---

Referenced to the most stable arrangement, the calculated values in eV are *a* 0.473; *b* 0.000.